This record from OMol25 describes a structure of composition C64H84N4O2SeW at a distorted geometry. The level of theory is ωB97M-V with the def2-TZVPD basis set.

Orbital gap (spin up / spin down) ... 4.61 / 5.63 eV
Highest occupied orbital energy (spin up / spin down) ... -5.1 / -6.4 eV
Total charge ... 0
LUMO level (spin up / spin down) ... -0.443 / -0.728 eV
Spin multiplicity ... 3
F_max ... 1.083 eV Å⁻¹

```
156
Properties=species:S:1:pos:R:3:forces:R:3:lowdin_charge:R:1
W 0.688 -0.546 -0.711 0.5 -1.0 0.2 1.90
C -0.004 0.127 -6.970 -0.1 0.0 0.0 -0.08
C -1.119 -0.188 -5.964 0.2 0.0 0.0 -0.19
C -0.600 -0.873 -4.738 -0.1 0.1 0.1 -0.15
C -0.544 -2.230 -4.502 0.2 -0.1 0.1 -0.15
C -0.985 -3.332 -5.414 -0.2 0.0 0.1 -0.18
C -2.428 -3.779 -5.150 0.1 0.0 -0.1 -0.08
C 0.026 -2.400 -3.224 -0.1 0.0 0.0 -0.23
N 0.403 -1.165 -2.683 -0.1 0.6 -0.1 -0.02
C -0.001 -0.244 -3.629 0.3 -0.3 -0.1 -0.23
C 0.307 1.122 -3.619 0.0 0.3 -0.1 -0.01
C 1.202 1.795 -2.865 -0.1 -0.2 0.0 -0.23
C 1.527 3.205 -3.292 -0.2 0.1 0.0 -0.22
C 0.864 3.802 -4.540 0.1 0.0 0.0 -0.20
C 1.769 4.862 -5.173 -0.1 0.0 0.1 -0.09
C 2.756 3.619 -1.332 -0.2 0.2 0.1 -0.20
C 2.578 2.143 -0.979 0.3 -0.3 0.2 -0.20
C 3.174 1.752 0.171 -0.1 0.3 -0.1 0.00
C 3.075 0.557 0.888 0.2 -0.4 0.0 -0.24
N 2.447 -0.613 0.481 -0.1 0.5 0.2 -0.07
C 2.665 -1.498 1.558 0.1 0.1 0.0 -0.31
C 2.107 -2.754 1.680 -0.2 -0.3 -0.3 0.00
C 1.347 -3.352 0.707 0.3 0.7 0.2 -0.24
N 0.996 -2.722 -0.478 0.0 0.3 0.1 0.01
C 0.482 -3.753 -1.250 -0.3 0.5 -0.5 -0.23
C 0.060 -3.600 -2.545 0.1 -0.2 0.3 0.04
C 0.468 -4.987 -0.537 0.3 -0.3 0.6 -0.13
C 0.984 -4.727 0.701 -0.4 -0.4 -0.4 -0.13
C 1.227 -5.699 1.812 0.2 0.0 -0.1 -0.19
C 2.658 -6.255 1.793 -0.1 0.0 0.0 -0.08
C 0.011 -6.315 -1.054 -0.2 0.1 0.0 -0.18
C -1.472 -6.580 -0.773 0.1 0.0 -0.1 -0.07
C 3.419 -0.881 2.575 -0.2 -0.1 -0.1 -0.16
C 3.649 0.417 2.166 0.0 0.0 -0.1 -0.15
C 4.381 1.477 2.928 0.2 -0.1 -0.1 -0.19
C 5.881 1.491 2.609 -0.1 0.1 0.1 -0.08
C 3.767 -1.497 3.896 -0.2 0.1 0.0 -0.18
C 2.615 -1.373 4.903 0.1 0.0 -0.1 -0.08
N 1.822 1.272 -1.745 -0.1 -0.2 0.0 0.05
C 3.287 4.556 -0.230 0.0 -0.1 -0.1 -0.20
C 4.816 4.637 -0.195 -0.1 0.0 0.1 -0.09
H -0.400 0.663 -7.834 0.0 0.0 0.0 0.07
H 0.464 -0.794 -7.318 0.0 0.0 0.0 0.07
H 0.771 0.739 -6.506 0.0 0.0 0.0 0.06
H -1.862 -0.830 -6.442 -0.1 0.0 0.0 0.11
H -1.632 0.735 -5.683 -0.1 0.0 0.0 0.11
H -0.313 -4.185 -5.299 0.0 0.0 -0.1 0.11
H -0.899 -2.991 -6.447 0.1 0.0 0.0 0.11
H -2.521 -4.200 -4.149 0.0 0.0 0.0 0.05
H -2.742 -4.534 -5.873 0.0 0.0 0.0 0.07
H -3.109 -2.929 -5.220 0.0 0.0 0.0 0.07
H -0.169 1.673 -4.413 0.0 -0.1 0.0 0.09
H -0.098 4.257 -4.305 0.0 -0.1 0.0 0.10
H 0.689 3.030 -5.290 0.0 0.1 0.0 0.10
H 2.079 5.610 -4.442 0.0 0.0 0.0 0.07
H 1.248 5.377 -5.981 0.0 0.0 0.0 0.07
H 2.667 4.403 -5.590 0.0 0.0 0.0 0.08
H 3.757 2.494 0.686 -0.1 0.0 0.0 0.07
H 2.339 -3.329 2.566 0.0 0.0 0.0 0.11
H -0.304 -4.480 -3.060 0.0 0.0 0.0 0.11
H 0.520 -6.526 1.727 0.0 0.0 0.0 0.10
H 1.037 -5.214 2.773 0.0 0.0 0.0 0.11
H 2.853 -6.770 0.851 0.0 0.0 0.0 0.07
H 2.811 -6.961 2.612 0.0 0.0 0.0 0.07
H 3.383 -5.447 1.890 0.0 0.0 0.0 0.07
H 0.610 -7.097 -0.582 0.0 0.0 -0.1 0.11
H 0.192 -6.379 -2.129 0.1 -0.1 0.0 0.11
H -1.675 -6.517 0.298 0.0 0.0 0.0 0.08
H -1.757 -7.575 -1.120 0.0 0.0 0.0 0.07
H -2.100 -5.847 -1.279 0.0 0.0 0.0 0.05
H 4.241 1.305 3.998 0.0 0.0 0.0 0.11
H 3.949 2.455 2.707 0.0 0.0 0.1 0.10
H 6.329 0.528 2.859 0.0 0.0 0.0 0.07
H 6.392 2.270 3.177 0.0 0.0 0.0 0.07
H 6.047 1.672 1.546 0.0 0.0 0.0 0.07
H 4.654 -1.004 4.300 0.0 -0.1 0.0 0.11
H 4.020 -2.551 3.760 0.1 0.0 0.0 0.11
H 2.357 -0.323 5.054 0.0 0.0 0.0 0.07
H 2.886 -1.811 5.865 0.0 0.0 0.0 0.07
H 1.724 -1.875 4.526 0.0 0.0 0.0 0.06
H 2.903 4.286 0.750 -0.1 0.0 0.1 0.09
H 2.913 5.559 -0.453 -0.1 0.0 0.0 0.11
H 5.273 3.659 -0.041 0.0 0.0 0.0 0.06
H 5.147 5.294 0.611 0.0 0.0 0.0 0.07
H 5.203 5.034 -1.136 0.0 0.0 0.0 0.08
C 1.815 4.410 4.648 0.0 0.0 0.0 -0.04
C 0.605 4.859 3.818 -0.1 0.0 0.1 -0.55
C -0.651 4.841 4.705 0.1 0.0 0.0 -0.04
C 0.846 6.298 3.358 0.0 -0.1 0.0 -0.06
C 0.389 3.899 2.649 0.1 0.1 0.0 -0.16
C 0.173 2.546 2.884 0.0 -0.2 0.0 -0.06
C -0.036 1.709 1.813 -0.2 -0.5 0.0 -0.34
Se -0.048 -0.213 2.063 -0.1 0.1 0.1 1.28
C -1.804 -0.911 1.729 0.4 0.2 0.0 -0.35
C -2.596 -1.291 2.796 0.0 0.1 0.0 -0.07
C -3.763 -2.007 2.568 0.0 0.0 0.0 -0.17
C -4.133 -2.197 1.241 0.0 0.0 0.1 0.03
C -3.372 -1.802 0.143 0.1 0.0 -0.2 -0.07
C -2.100 -1.259 0.402 0.0 0.3 0.5 -0.30
O -1.165 -1.106 -0.529 -0.3 -0.5 -0.5 -0.29
C -3.932 -2.051 -1.263 0.0 -0.1 0.0 -0.51
C -5.442 -1.767 -1.278 0.0 -0.1 0.0 -0.05
C -3.683 -3.522 -1.624 0.0 0.1 0.0 -0.04
C -3.293 -1.156 -2.334 0.0 0.0 0.1 -0.03
C -4.547 -2.577 3.748 0.0 0.0 0.0 -0.56
C -5.046 -1.440 4.650 0.0 -0.1 0.0 -0.05
C -3.614 -3.501 4.550 -0.1 0.0 0.0 -0.05
C -5.753 -3.402 3.294 0.1 0.1 0.0 -0.07
C -0.050 2.135 0.476 0.1 -0.2 0.3 -0.32
O -0.270 1.159 -0.414 -0.5 0.8 -0.4 -0.30
C 0.170 3.502 0.210 0.0 -0.1 -0.2 -0.07
C 0.371 4.321 1.325 0.0 0.0 0.1 0.01
C 0.119 4.157 -1.192 -0.1 0.0 0.0 -0.35
C -0.188 5.663 -1.048 0.1 0.0 0.0 -0.06
C 1.477 4.097 -2.041 0.2 -0.1 -0.1 -0.15
C -1.144 3.602 -1.887 0.1 0.0 0.0 -0.02
H 1.920 5.047 5.529 0.0 0.0 0.0 0.09
H 2.734 4.484 4.063 0.0 0.0 0.0 0.08
H 1.707 3.378 4.984 0.0 0.0 0.0 0.08
H -0.547 5.557 5.523 0.0 0.0 0.0 0.08
H -0.817 3.852 5.134 0.0 0.0 0.0 0.08
H -1.533 5.109 4.119 0.0 0.0 0.0 0.09
H 1.038 6.928 4.228 0.0 0.0 0.0 0.09
H -0.028 6.700 2.841 0.0 0.0 0.0 0.09
H 1.713 6.370 2.697 0.0 0.0 0.0 0.08
H 0.168 2.126 3.883 0.0 0.1 0.0 0.11
H -2.271 -1.035 3.797 0.0 -0.1 0.0 0.10
H -5.068 -2.698 1.036 0.0 0.0 0.0 0.09
H -6.011 -2.494 -0.697 0.0 0.0 0.0 0.07
H -5.808 -1.814 -2.305 0.0 0.0 0.0 0.08
H -5.651 -0.770 -0.885 0.0 0.0 0.0 0.10
H -4.119 -4.186 -0.875 0.0 0.0 0.0 0.09
H -2.607 -3.708 -1.671 0.0 0.0 0.0 0.06
H -4.123 -3.757 -2.596 0.0 0.0 0.0 0.08
H -3.297 -0.108 -2.026 0.0 0.0 0.0 0.10
H -3.859 -1.244 -3.266 0.0 0.0 0.0 0.08
H -2.270 -1.451 -2.540 0.0 0.1 0.0 0.05
H -4.220 -0.829 5.013 0.0 0.0 0.0 0.08
H -5.574 -1.851 5.514 0.0 0.0 0.0 0.08
H -5.733 -0.793 4.102 0.0 0.0 0.0 0.09
H -2.788 -2.944 4.994 0.0 0.0 0.0 0.08
H -3.194 -4.270 3.899 0.0 0.0 0.0 0.09
H -4.168 -3.990 5.354 0.0 0.0 0.0 0.08
H -6.465 -2.794 2.733 0.0 0.0 0.0 0.09
H -6.270 -3.800 4.169 0.0 0.0 0.0 0.08
H -5.442 -4.246 2.674 0.0 0.0 0.0 0.09
H 0.535 5.370 1.141 0.0 0.0 0.0 0.08
H 0.666 6.240 -0.688 0.0 0.0 0.0 0.08
H -1.033 5.828 -0.378 0.0 0.0 0.0 0.09
H -0.457 6.057 -2.031 0.1 0.0 0.0 0.09
H 3.539 3.672 -2.097 -0.1 0.0 0.0 0.14
H 1.664 5.123 -2.368 0.0 0.0 0.0 0.12
H 2.586 3.153 -3.572 0.0 0.0 0.0 0.14
H -2.006 3.875 -1.274 0.0 0.0 0.0 0.10
H -1.144 2.528 -1.990 0.0 -0.2 0.0 0.06
H -1.286 4.046 -2.871 -0.1 0.0 0.1 0.07
```
Forces are in eV/Å.